# 1
The following is a DFT calculation (ωB97M-V with the def2-TZVPD basis set) of a molecular structure, C39H61GeN4P3Re.

Atoms and positions in Å:
Re 1.434 0.691 -0.065
C 1.304 0.474 5.364
C 1.679 1.402 4.195
C 0.907 2.713 4.341
P 1.431 0.659 2.444
C 0.289 -0.891 2.776
N 0.022 -1.866 1.677
Ge -0.246 -1.212 -0.046
N -1.692 -0.039 -0.187
C -1.484 1.297 -0.838
P -0.216 2.554 -0.041
C -1.270 3.354 1.347
C -1.873 2.278 2.249
C -2.399 4.286 0.909
C -0.003 3.867 -1.401
C 0.791 5.058 -0.863
C -1.273 4.325 -2.147
C -3.007 -0.621 0.057
C -4.149 0.212 0.168
C -5.414 -0.310 0.432
C -5.594 -1.676 0.590
C -4.512 -2.539 0.472
C -3.221 -2.056 0.200
N -2.182 -3.040 0.042
C -1.664 -3.709 1.197
C -2.209 -4.954 1.563
C -1.766 -5.626 2.697
C -0.770 -5.072 3.489
C -0.205 -3.843 3.152
C -0.623 -3.124 2.006
C -1.892 -3.573 -1.261
C -2.697 -4.624 -1.735
C -2.478 -5.193 -2.984
C -1.455 -4.723 -3.793
C -0.645 -3.673 -3.365
C -0.825 -3.060 -2.099
N 0.021 -1.933 -1.728
C 0.709 -1.151 -2.810
P 1.456 0.654 -2.537
C 3.286 0.175 -2.589
C 4.166 1.428 -2.672
C 3.643 -0.627 -1.357
C 1.290 1.338 -4.322
C 1.867 0.440 -5.431
C -0.176 1.640 -4.650
C 3.089 -0.241 2.218
C 4.184 0.798 1.921
C 3.556 -1.142 3.368
H 1.520 0.978 6.330
H 1.873 -0.471 5.362
H 0.220 0.234 5.340
H 2.746 1.682 4.291
H -0.184 2.542 4.348
H 1.181 3.410 3.522
H 1.167 3.201 5.305
H -0.692 -0.521 3.133
H 0.718 -1.414 3.634
H -2.426 1.831 -1.022
H -1.111 1.083 -1.852
H -0.575 3.965 1.961
H -2.626 1.684 1.716
H -2.366 2.738 3.132
H -1.103 1.592 2.602
H -3.102 3.777 0.219
H -1.982 5.210 0.476
H -2.971 4.634 1.796
H 0.630 3.380 -2.167
H 0.223 5.594 -0.077
H 1.021 5.769 -1.684
H 1.751 4.706 -0.428
H -1.960 4.947 -1.566
H -1.850 3.467 -2.535
H -0.972 4.948 -3.016
H -4.098 1.283 0.076
H -6.264 0.356 0.521
H -6.581 -2.071 0.795
H -4.683 -3.601 0.582
H -2.995 -5.408 0.980
H -2.201 -6.581 2.964
H -0.426 -5.602 4.367
H 0.583 -3.486 3.796
H -3.510 -5.008 -1.137
H -3.110 -6.003 -3.328
H -1.290 -5.168 -4.766
H 0.126 -3.349 -4.048
H -0.069 -0.998 -3.578
H 1.492 -1.775 -3.283
H 3.499 -0.480 -3.454
H 3.982 2.092 -1.801
H 3.961 1.994 -3.602
H 5.239 1.142 -2.686
H 3.449 0.014 -0.495
H 4.715 -0.919 -1.372
H 3.028 -1.548 -1.283
H 1.826 2.309 -4.356
H 1.378 -0.555 -5.446
H 2.961 0.321 -5.340
H 1.703 0.918 -6.421
H -0.804 0.728 -4.670
H -0.254 2.129 -5.645
H -0.591 2.334 -3.909
H 2.954 -0.904 1.345
H 4.388 1.437 2.803
H 3.882 1.469 1.091
H 5.130 0.288 1.639
H 3.779 -0.551 4.278
H 4.500 -1.650 3.074
H 2.826 -1.941 3.591
H 3.159 0.691 -0.065

Properties
2S+1: 3
Net charge: +3
<S²>: 2.066
HOMO-LUMO gap (spin up / spin down), Ha: 0.2113 / 0.1567
Total energy, eV: -133874.6573

***

# 2
The following is a DFT calculation (ωB97M-V with the def2-TZVPD basis set) of a molecular structure, C39H63MoN2O8PSSi2.

Atoms and positions in Å:
Mo -0.014 -0.155 0.280
O -0.910 1.787 -3.043
C -0.619 0.730 -2.582
O -0.214 0.576 -1.296
C -0.679 -0.554 -3.341
C -1.238 -0.581 -4.615
C -1.287 -1.782 -5.298
C -0.788 -2.961 -4.769
C -0.229 -2.906 -3.506
C -0.172 -1.724 -2.794
N 0.336 -4.114 -2.877
O 0.833 -3.969 -1.770
O 0.267 -5.148 -3.490
N -1.897 -1.805 -6.649
O -2.297 -0.745 -7.078
O -1.941 -2.878 -7.204
H -1.635 0.317 -5.067
H -0.833 -3.883 -5.331
H 0.278 -1.740 -1.812
C -2.520 -0.981 3.332
Si -3.049 -1.213 1.532
C -2.396 -2.820 0.743
C -4.919 -1.141 1.369
C -2.121 0.119 0.507
Si -2.584 1.954 0.935
C -4.111 2.177 2.009
C -2.835 2.929 -0.656
C -1.107 2.710 1.876
H -1.434 -0.983 3.427
H -2.919 -1.766 3.974
H -2.884 -0.027 3.717
H -2.694 -3.715 1.290
H -1.302 -2.816 0.676
H -2.780 -2.927 -0.274
H -5.362 -2.123 1.541
H -5.225 -0.815 0.373
H -5.360 -0.453 2.090
H -2.537 -0.022 -0.502
H -5.013 1.803 1.526
H -4.262 3.245 2.182
H -4.027 1.697 2.984
H -3.640 2.502 -1.258
H -1.946 2.976 -1.280
H -3.125 3.955 -0.421
H -1.140 2.467 2.939
H -1.160 3.798 1.801
H -0.133 2.404 1.467
O 0.590 -1.141 1.682
P 1.838 -1.546 2.590
C 1.697 -3.020 3.685
C 0.428 -3.143 4.543
C -0.749 -3.739 3.772
C -0.384 -5.064 3.109
C 0.782 -4.831 2.155
C 1.987 -4.341 2.953
C 2.161 0.008 3.504
C 0.895 0.551 4.189
C 1.281 1.732 5.077
C 2.169 1.258 6.248
C 2.854 -0.079 5.940
C 3.346 -0.091 4.493
C 3.263 -1.755 1.446
C 4.531 -2.366 2.101
C 5.267 -3.280 1.116
C 5.372 -2.590 -0.242
C 3.981 -2.389 -0.878
C 2.856 -2.487 0.157
H 2.537 -2.799 4.359
H 0.140 -2.178 4.961
H 0.678 -3.796 5.383
H -1.056 -3.040 2.994
H -1.588 -3.877 4.455
H -1.246 -5.466 2.577
H -0.089 -5.796 3.865
H 0.507 -4.082 1.401
H 1.041 -5.748 1.625
H 2.863 -4.262 2.314
H 2.219 -5.084 3.720
H 2.417 0.698 2.688
H 0.431 -0.212 4.815
H 0.169 0.850 3.432
H 0.386 2.222 5.460
H 1.812 2.470 4.470
H 1.572 1.157 7.154
H 2.931 2.011 6.452
H 2.168 -0.913 6.110
H 3.696 -0.222 6.616
H 3.947 -0.984 4.311
H 3.997 0.771 4.344
H 3.491 -0.728 1.151
H 4.313 -2.921 3.013
H 5.206 -1.555 2.379
H 4.750 -4.236 1.006
H 6.261 -3.492 1.508
H 6.005 -3.175 -0.908
H 5.866 -1.625 -0.095
H 3.805 -3.141 -1.647
H 3.934 -1.412 -1.364
H 2.614 -3.533 0.340
H 1.955 -2.016 -0.256
C 4.568 1.563 -1.103
S 3.051 1.954 -0.202
O 2.261 0.637 -0.249
C 2.354 3.096 -1.389
C 1.908 4.318 -0.900
C 1.431 5.269 -1.789
C 1.395 4.990 -3.147
C 1.810 3.753 -3.622
C 2.298 2.802 -2.744
H 4.324 1.144 -2.076
H 5.135 0.842 -0.516
H 5.134 2.486 -1.217
H 1.951 4.530 0.161
H 1.093 6.228 -1.423
H 1.035 5.736 -3.842
H 1.757 3.530 -4.679
H 2.629 1.840 -3.118

Properties
2S+1: 3
Net charge: +2
<S²>: 2.013
HOMO-LUMO gap (spin up / spin down), Ha: 0.2721 / 0.2707
Total energy, eV: -98543.8503